[1]
Formula: CH4NS
Source: OMol25
Level of theory: ωB97M-V/def2-TZVPD

Each line ends with the Mulliken charge.
Element x y z (Å)
H 0.949 -0.736 -2.642  -0.04
C -0.408 0.454 1.236  -0.29
H -0.028 -0.512 1.702  0.24
S 1.312 -1.149 -1.425  -0.85
N -0.859 0.586 -0.003  -0.57
H -0.374 0.009 -0.709  0.26
H -0.592 1.347 1.841  0.25

Atoms 1-3, force components in eV/Å:
-0.0202 0.0286 -0.2342
-1.9882 -0.4852 -3.4270
0.3198 1.2980 -0.7878

The value obtained for the lowest unoccupied orbital energy is 4.46 eV. The value obtained for the molar mass is 62.12 g mol⁻¹. Its spin multiplicity is 1. As for the net charge: -1. For the energy above the lowest of the compared OMol25 structures with the same formula, charge and spin, the calculation gives 0.7140 eV.

[2]
Formula: CH4O2PS
Source: OMol25
Level of theory: ωB97M-V/def2-TZVPD

Each line ends with the Mulliken charge.
Element x y z (Å)
O 1.247 1.084 -0.505  -0.69
H 1.231 -1.898 -0.984  0.33
O 1.434 -0.299 1.648  -0.67
H 0.887 -1.201 -0.610  -0.29
P 0.628 0.173 0.495  0.61
C -1.060 0.361 0.733  -0.37
S -1.931 0.804 -0.769  -0.31
H -1.590 -0.380 1.305  0.26
H -0.846 1.356 -1.313  0.12

Atoms 1-3, force components in eV/Å:
-0.1935 -0.2377 -0.6862
-0.9754 1.9113 1.0084
-0.0473 -0.6642 0.0076

The value obtained for the lowest unoccupied orbital energy is 3.61 eV. The value obtained for the molar mass is 111.08 g mol⁻¹. Its spin multiplicity is 1. As for the net charge: -1. For the energy above the lowest of the compared OMol25 structures with the same formula, charge and spin, the calculation gives 3.9809 eV.

[3]
Formula: CH4O2S
Source: OMol25
Level of theory: ωB97M-V/def2-TZVPD

Each line ends with the Mulliken charge.
Element x y z (Å)
H 1.044 -0.091 0.817  0.26
S -0.578 -2.318 -0.828  0.10
C 0.609 0.677 0.135  -0.44
H -2.797 -2.158 -0.851  0.36
H 1.254 1.017 -0.813  0.20
H 0.561 1.696 0.541  0.25
O -2.074 -2.535 -1.409  -0.40
O -0.646 0.227 0.007  -0.32

Atoms 1-3, force components in eV/Å:
0.8775 1.0938 -0.2772
-0.1053 -0.2400 -0.1091
1.6883 0.5846 -0.9772

The value obtained for the lowest unoccupied orbital energy (alpha / beta) is 0.47 / -1.85 eV. The value obtained for the molar mass is 80.11 g mol⁻¹. Its spin multiplicity is 3. As for the net charge: 0. For the energy above the lowest of the compared OMol25 structures with the same formula, charge and spin, the calculation gives 0.4547 eV.

[4]
Formula: CH4O2SSi
Source: OMol25
Level of theory: ωB97M-V/def2-TZVPD

Each line ends with the Mulliken charge.
Element x y z (Å)
Si -0.299 -0.675 0.446  0.46
H 0.492 0.230 -1.811  0.31
O -1.048 -1.882 -0.523  -0.21
O -3.171 -0.692 -0.757  -0.44
C 0.150 0.550 -0.781  -0.65
H -1.641 -0.431 1.118  -0.06
H 0.727 -1.184 1.396  -0.12
S -2.006 -1.195 -1.499  0.42
H 0.493 1.612 -0.480  0.28

Atoms 1-3, force components in eV/Å:
-1.7240 -0.3672 1.1880
-0.3825 0.4788 1.3439
2.2321 -1.6796 1.0191

The value obtained for the lowest unoccupied orbital energy (alpha / beta) is -1.17 / -0.51 eV. The value obtained for the molar mass is 108.19 g mol⁻¹. Its spin multiplicity is 1. As for the net charge: 0. For the energy above the lowest of the compared OMol25 structures with the same formula, charge and spin, the calculation gives 1.3283 eV.

[5]
Formula: CH4O3
Source: OMol25
Level of theory: ωB97M-V/def2-TZVPD

Each line ends with the Mulliken charge.
Element x y z (Å)
H 0.073 -0.989 -1.456  0.31
O 0.394 0.643 2.569  -0.50
O -0.746 0.097 0.783  -0.41
H -0.874 -0.882 1.017  0.35
C 0.093 0.821 1.419  0.28
H 0.252 1.733 0.771  0.28
H 0.617 -0.381 -2.734  0.28
O 0.191 -1.042 -2.369  -0.58

Atoms 1-3, force components in eV/Å:
-0.0011 0.7439 1.9948
0.9124 0.2444 -0.5330
-2.2525 -4.0717 -2.9142

The value obtained for the lowest unoccupied orbital energy is 0.47 eV. The value obtained for the molar mass is 64.04 g mol⁻¹. Its spin multiplicity is 1. As for the SMILES: O=CO.O. As for the net charge: 0. For the energy above the lowest of the compared OMol25 structures with the same formula, charge and spin, the calculation gives 1.1413 eV.

[6]
Formula: CH4O3
Source: OMol25
Level of theory: ωB97M-V/def2-TZVPD

Each line ends with the Mulliken charge.
Element x y z (Å)
O -1.391 0.418 -1.117  -0.70
O -0.104 0.069 1.340  -0.41
H -1.033 1.172 -1.603  0.34
C 1.081 -0.375 0.929  0.15
H -0.626 0.220 0.527  0.42
O 1.365 -0.679 -0.201  -0.49
H 1.825 -0.453 1.721  0.35
H -1.117 -0.372 -1.597  0.35

Atoms 1-3, force components in eV/Å:
-0.1728 0.1848 0.0729
0.5401 0.0305 0.0973
-0.0011 -0.2390 0.0323

The value obtained for the lowest unoccupied orbital energy is 0.62 eV. The value obtained for the molar mass is 64.04 g mol⁻¹. Its spin multiplicity is 1. As for the SMILES: O=CO.O. As for the net charge: 0. For the energy above the lowest of the compared OMol25 structures with the same formula, charge and spin, the calculation gives 0.0000 eV.